C23H36BrIN4O2PS2Sn | ωB97M-V/def2-TZVPD

Geometry (Å):
Sn1 -0.95108 -0.57933 -0.11362
C1 -3.52681 0.62460 -2.16496
C2 -3.20285 1.87739 -1.33245
N1 -1.83132 1.87371 -0.76914
C3 -1.74826 2.63821 0.46806
C4 -2.42124 1.85799 1.57970
C5 -3.13251 2.53605 2.55997
C6 -3.83783 1.81367 3.51457
C7 -3.82472 0.44522 3.40672
C8 -3.08233 -0.17977 2.42896
C9 -3.08902 -1.67415 2.33409
N2 -2.82254 -2.15102 0.98875
C10 -3.99327 -2.36616 0.11415
C11 -4.42260 -1.10511 -0.62851
N3 -3.32073 -0.65086 -1.48301
N4 -2.37915 0.51883 1.52371
H1 -2.86097 0.60476 -3.02875
H2 -4.55491 0.73989 -2.55337
H3 -3.90832 1.98114 -0.50102
H4 -3.32308 2.77621 -1.96079
H5 -1.16459 2.27510 -1.43155
H6 -2.22283 3.60923 0.33537
H7 -0.69871 2.82230 0.70262
H8 -3.15520 3.61740 2.52766
H9 -4.41236 2.35195 4.25691
H10 -4.40204 -0.15547 4.09730
H11 -4.04045 -2.02779 2.74941
H12 -2.30468 -2.05591 2.99489
H13 -2.27431 -3.00141 1.05722
H14 -4.83878 -2.75674 0.69521
H15 -3.71007 -3.14195 -0.60009
H16 -4.66271 -0.28963 0.05610
H17 -5.32170 -1.31323 -1.22425
H18 -3.11783 -1.36940 -2.15396
C12 2.87003 1.16147 4.22872
C13 2.55747 -0.29564 4.00439
C14 3.39694 -1.20646 4.89848
O1 2.93149 -0.67161 2.64201
P1 1.86981 -0.82905 1.47929
S1 1.20841 0.93294 0.82280
S2 0.32999 -1.95770 2.06518
O2 2.71377 -1.50002 0.31947
C15 3.27027 -2.83938 0.43828
C16 2.99894 -3.54070 -0.88353
C17 4.73787 -2.75030 0.75318
H19 2.62917 1.44979 5.25341
H20 2.27625 1.78728 3.55211
H21 3.92478 1.35551 4.05765
H22 1.49174 -0.52445 4.11435
H23 4.44806 -1.00656 4.67746
H24 3.20547 -2.24334 4.68022
H25 3.25132 -1.00205 5.95634
H26 2.73159 -3.34130 1.26018
H27 3.38127 -2.90872 -1.69765
H28 1.91177 -3.66205 -1.01905
H29 3.48615 -4.50223 -0.95965
H30 5.22378 -2.13519 0.00353
H31 5.19284 -3.74167 0.72797
H32 4.91655 -2.27742 1.72502
Br1 3.77573 2.15347 -2.99960
C18 3.10422 2.21471 -4.76188
C19 3.95614 2.61056 -5.78943
C20 3.51992 2.61060 -7.09494
C21 2.23323 2.20743 -7.39513
C22 1.37554 1.80022 -6.38824
C23 1.81415 1.80327 -5.07425
I1 0.45680 1.14587 -3.60659
H33 4.95857 2.93570 -5.53979
H34 4.19710 2.93527 -7.87116
H35 1.85505 2.20354 -8.39957
H36 0.35764 1.48245 -6.62550

Cartesian forces (eV/Å) of the 6 atoms listed first:
Sn -0.04 0.15 0.21
C 0.05 0.33 -0.32
C 0.25 -0.04 -0.05
N 0.16 -0.37 -0.27
C 0.06 -0.27 -0.03
C -0.10 0.43 -0.05

Results
Highest occupied orbital energy, eV: -10.50
F_max, eV/A: 1.0
Gap between HOMO and LUMO, eV: 8.0
Net charge: +1
Relative energy (zero: lowest compared OMol25 entry of this formula, charge and spin), kJ/mol: 0.0

Mulliken population analysis, charges in e, atoms 1 to 2: number 1, Sn, carries 0.682; number 2, C, carries -0.991


C23H36Cl12N3O2P | ωB97M-V/def2-TZVPD

Geometry (Å):
C1 6.14325 0.21848 -0.64547
C2 4.79655 0.83938 -0.24007
P1 3.49913 0.56471 -1.52856
C3 3.09825 2.15787 -2.36443
C4 2.70159 3.35820 -1.45127
C5 2.00651 -0.06278 -0.51933
C6 1.83710 0.85927 0.62185
N1 1.46674 1.35409 1.58917
C7 2.42361 -1.44674 -0.01364
C8 2.53337 -1.73566 1.33824
C9 2.95682 -3.00240 1.74362
C10 3.27953 -3.98325 0.81755
C11 3.15251 -3.69186 -0.54269
C12 2.73435 -2.43514 -0.94937
C13 0.65712 -0.07500 -1.33892
N2 0.12614 1.26676 -1.30976
C14 0.95880 -0.42247 -2.76808
N3 1.30666 -0.61665 -3.84058
O1 -0.13001 -1.05520 -0.71751
C15 -1.52930 -0.99756 -1.03783
C16 -2.30005 -0.59644 0.22998
C17 -3.52016 -1.49009 0.52467
O2 -2.75978 0.76290 0.22493
H1 6.80577 0.14840 0.22308
H2 6.66449 0.81513 -1.39773
H3 6.01609 -0.80078 -1.01828
H4 4.95488 1.89788 -0.00437
H5 4.50754 0.36481 0.70417
H6 4.00534 2.43714 -2.90954
H7 2.32181 1.96073 -3.10409
H8 1.66977 3.61303 -1.66833
H9 2.87797 3.19569 -0.38839
H10 3.29838 4.21837 -1.76727
H11 2.31893 -1.01751 2.12051
H12 3.06145 -3.19310 2.80696
H13 3.63623 -4.92180 1.19415
H14 3.42390 -4.46286 -1.25395
H15 2.67766 -2.25913 -2.01707
H16 -0.45375 1.42878 -0.49601
H17 -0.40984 1.46623 -2.14435
H18 -1.76611 -0.39465 -1.92039
H19 -1.82604 -2.02259 -1.28298
H20 -1.59784 -0.72921 1.06200
H21 -4.36434 -1.02369 0.00955
H22 -3.36848 -2.52966 0.24046
H23 -3.73884 -1.37746 1.59152
H24 -2.24989 1.21547 0.90798
Cl1 -4.35015 4.44645 1.43355
C18 -4.05635 3.30465 2.74587
Cl2 -2.36673 2.77280 2.78215
H25 -4.28662 3.78699 3.68919
H26 -4.68886 2.43554 2.60323
Cl3 -6.09171 -1.31812 2.64304
C19 -7.23466 -2.17173 1.59769
Cl4 -6.47025 -3.51668 0.74336
H27 -8.03912 -2.56165 2.21008
H28 -7.62557 -1.47236 0.86765
Cl5 1.66427 7.29987 -1.69106
C20 0.55946 6.51783 -2.82715
Cl6 1.34999 5.20568 -3.70838
H29 -0.27802 6.10917 -2.27309
H30 0.21218 7.25616 -3.54025
Cl7 -3.29758 1.05041 6.88301
C21 -2.04565 2.21788 6.43646
Cl8 -2.11989 3.67114 7.44087
H31 -1.07422 1.75447 6.56297
H32 -2.19539 2.50269 5.40240
Cl9 1.96914 -6.22786 0.36309
C22 1.70034 -7.98248 0.38122
Cl10 1.69382 -8.62229 2.03014
H33 0.74345 -8.20023 -0.07975
H34 2.49887 -8.46051 -0.17418
Cl11 -4.63776 -0.57690 -2.80647
C23 -4.10255 0.52617 -4.07690
Cl12 -2.41443 1.01337 -3.86062
H35 -4.19564 0.02642 -5.03393
H36 -4.72421 1.41347 -4.05427

Cartesian forces (eV/Å) of the 6 atoms listed first:
C 0.07 -0.09 0.04
C 0.19 0.29 0.44
P 0.57 -1.19 -1.42
C -0.10 0.71 1.45
C 0.39 -0.01 -0.86
C 0.76 0.76 0.37

Results
Highest occupied orbital energy, eV: -7.91
F_max, eV/A: 1.9
Gap between HOMO and LUMO, eV: 8.2
Net charge: 0

Mulliken population analysis, charges in e, atoms 1 to 2: number 1, C, carries -1.351; number 2, C, carries -0.229


C23H36F3N3O5 | ωB97M-V/def2-TZVPD

Geometry (Å):
C1 2.32415 -3.48451 0.07008
C2 1.38056 -2.45875 -0.61214
C3 0.16578 -2.11658 0.22806
C4 0.26562 -1.66949 1.53001
C5 1.57778 -1.44462 2.26100
C6 2.54690 -0.47170 1.57407
C7 1.98816 0.95435 1.41053
C8 1.95838 1.45877 -0.02730
N1 3.24846 1.33419 -0.71706
C9 -0.85902 -1.40630 2.27931
C10 -2.06266 -1.58578 1.70018
C11 -2.16750 -2.00121 0.38864
C12 -1.08167 -2.27108 -0.37094
C13 -1.28096 -2.75030 -1.78218
C14 -1.24036 -1.57921 -2.82604
O1 -1.31062 -0.33240 -2.13785
C15 -3.66373 -2.05592 0.08855
O2 -4.27522 -1.82921 -0.92601
N2 -4.22092 -2.36957 1.39809
C16 -4.04859 -3.76733 1.79331
C17 -4.04955 -4.73844 0.63144
O3 -5.24894 -4.64476 -0.11677
C18 -3.92586 -6.21916 1.14396
F1 -3.85133 -6.32396 2.46845
F2 -4.90226 -6.97948 0.68280
F3 -2.79071 -6.76323 0.63680
C19 -3.48878 -1.42820 2.22589
O4 -3.95527 -0.68954 3.05497
H1 1.84305 -3.91564 0.94524
H2 3.26528 -3.04662 0.39850
H3 2.54093 -4.30165 -0.61596
H4 1.09647 -2.91158 -1.55504
H5 1.90024 -1.53882 -0.88045
H6 2.11194 -2.37597 2.44868
H7 1.37427 -1.02725 3.24748
H8 2.93596 -0.84355 0.63411
H9 3.42448 -0.40243 2.21984
H10 0.98882 1.05420 1.84211
H11 2.62377 1.63970 1.97587
H12 1.69764 2.51595 -0.03598
H13 1.13182 0.95422 -0.55608
H14 3.33510 0.41493 -1.13745
H15 3.23922 1.96608 -1.50963
H16 -0.80013 -1.08020 3.30781
H17 -2.29260 -3.15908 -1.82983
H18 -0.62437 -3.57307 -2.05436
H19 -2.11050 -1.64084 -3.47270
H20 -0.30528 -1.66219 -3.38142
H21 -0.48891 0.14024 -2.28453
H22 -4.89958 -4.03345 2.42387
H23 -3.15201 -3.95824 2.39758
H24 -3.19849 -4.61961 -0.04137
H25 -4.98519 -4.63129 -1.03963
C20 1.03163 5.43457 0.61067
O5 1.66572 4.85019 -0.51409
C21 1.42638 5.50848 -1.74494
C22 2.33461 6.71962 -2.00958
C23 1.93240 7.96499 -1.22682
N3 3.74300 6.42030 -1.73414
H26 0.05697 5.85727 0.35318
H27 1.66495 6.20150 1.06139
H28 0.88551 4.64894 1.35291
H29 1.63059 4.76104 -2.51749
H30 0.36584 5.77484 -1.83855
H31 2.24229 6.96023 -3.07287
H32 2.20674 7.89792 -0.17428
H33 2.43590 8.84194 -1.63332
H34 0.85618 8.13933 -1.28987
H35 4.04055 5.64932 -2.32578
H36 3.79698 6.03913 -0.79294

Cartesian forces (eV/Å) of the 6 atoms listed first:
C -0.10 0.20 -0.13
C 0.41 -0.40 0.47
C 0.56 -0.32 -1.24
C 1.31 0.17 1.14
C 0.50 0.15 -0.50
C 0.05 0.39 0.60

Results
Highest occupied orbital energy, eV: -9.35
F_max, eV/A: 2.0
Gap between HOMO and LUMO, eV: 9.5
Net charge: 0

Mulliken population analysis, charges in e, atoms 1 to 2: number 1, C, carries -1.463; number 2, C, carries -0.718


C23H36FIrN2OSb2 | ωB97M-V/def2-TZVPD

Geometry (Å):
Ir1 0.61171 0.22323 0.04415
C1 -2.63036 -1.99206 -0.57504
Sb1 -0.75756 -1.84639 0.38195
C2 0.40216 -3.46657 -0.32080
C3 -1.11765 -2.13461 2.46714
C4 -2.45557 -1.57557 2.85907
C5 -3.55832 -2.42980 2.86935
C6 -4.82252 -1.97238 3.20002
C7 -5.00055 -0.63846 3.53731
C8 -3.91187 0.21748 3.54325
C9 -2.63381 -0.22808 3.20721
C10 -1.50007 0.75624 3.22818
Sb2 -1.11884 1.56917 1.28647
C11 -0.37697 3.51886 1.63094
C12 -3.01168 1.80387 0.39676
H1 -3.09147 -1.01090 -0.66116
H2 -3.26024 -2.64340 0.02872
H3 -2.49415 -2.41952 -1.56635
H4 -0.14965 -4.39287 -0.16738
H5 1.33755 -3.50080 0.23535
H6 0.60200 -3.33974 -1.38361
H7 -0.26965 -1.67871 2.97599
H8 -1.07681 -3.21113 2.63539
H9 -3.41660 -3.47923 2.63441
H10 -5.66042 -2.65587 3.21077
H11 -5.97959 -0.27026 3.81170
H12 -4.05133 1.25262 3.83375
H13 -0.56150 0.33289 3.58531
H14 -1.74040 1.60945 3.86295
H15 -1.04248 3.99648 2.34911
H16 -0.37994 4.08324 0.70185
H17 0.62915 3.47425 2.04199
H18 -3.46402 2.71164 0.79393
H19 -3.64002 0.95379 0.66082
H20 -2.89497 1.88479 -0.68148
F1 -1.32845 2.96140 -5.08246
C13 -0.97020 2.34910 -3.95312
C14 -0.22942 3.04349 -3.01795
C15 0.12484 2.39267 -1.84242
C16 -0.22818 1.06007 -1.59501
C17 -0.97379 0.40135 -2.57697
C18 -1.34750 1.03391 -3.75338
H21 0.05420 4.06904 -3.21182
H22 0.70760 2.95237 -1.11312
H23 -1.27011 -0.63242 -2.44735
H24 -1.91969 0.52303 -4.51620
C19 3.23090 -1.35149 3.80775
N1 3.77442 -1.45278 2.45662
C20 4.87084 -2.40964 2.29717
C21 3.07807 -0.94969 1.43177
O1 1.85641 -0.63527 1.60649
N2 3.68085 -0.78905 0.22414
C22 2.89770 -0.51445 -0.96097
C23 5.10423 -0.46158 0.08171
H25 4.06245 -1.29801 4.50759
H26 2.62264 -2.22513 4.05181
H27 2.62945 -0.45321 3.90321
H28 4.64422 -3.28873 2.90072
H29 5.81941 -1.99318 2.63480
H30 4.95882 -2.72440 1.26218
H31 1.91787 -1.04800 -0.95628
H32 3.39192 -0.94176 -1.83543
H33 2.79413 0.56223 -1.16831
H34 5.54193 -0.27151 1.05588
H35 5.19399 0.45066 -0.50947
H36 5.65240 -1.25900 -0.41876

Cartesian forces (eV/Å) of the 6 atoms listed first:
Ir 0.03 0.10 -0.02
C -0.03 0.03 0.00
Sb -0.01 0.00 0.00
C 0.00 0.00 0.01
C 0.00 0.00 -0.01
C -0.04 0.05 0.03

Results
Highest occupied orbital energy, eV: -13.75
F_max, eV/A: 0.1
Gap between HOMO and LUMO, eV: 6.7
Net charge: +2
Relative energy (zero: lowest compared OMol25 entry of this formula, charge and spin), kJ/mol: 0.0

Mulliken population analysis, charges in e, atoms 1 to 2: number 1, Ir, carries 0.374; number 2, C, carries -1.379